No. 1
ORCA calculation (ωB97M-V/def2-TZVPD) on the ion C7H10N3 with charge +1.

SMILES string = CC1=C/C=C\NC(=[NH2+])/N=C\1
relative energy (zero: lowest compared OMol25 entry of this formula, charge and spin) = 326.7 kJ/mol
E_tot = -436.64179 Ha
M = 136.18 g mol⁻¹
total charge = +1
Kohn-Sham gap = 7.43 eV
LUMO = -5.21 eV

CARTESIAN COORDINATES (ANGSTROEM)
N 1.68 0.91 0.14
N 1.01 -1.65 0.42
N 3.01 -0.88 -0.32
C 1.87 -0.47 0.07
C -0.43 2.06 0.07
C 0.89 2.17 0.05
C -1.32 -0.51 -0.01
C -1.36 0.88 0.06
C -0.30 -1.54 0.30
C -2.67 -1.11 -0.13
H -3.50 -0.46 -0.07
H -0.87 3.03 0.05
H 1.50 3.15 0.14
H -0.76 -2.44 0.74
H -2.80 -1.59 -1.19
H -2.85 -1.95 0.46
H 3.62 -0.32 -0.84
H -2.40 1.27 0.12
H 3.09 -1.86 -0.23
H 2.60 1.31 0.15



No. 2
ORCA calculation (ωB97M-V/def2-TZVPD) on a structure of composition C4H9NO2.

relative energy (zero: lowest compared OMol25 entry of this formula, charge and spin) = 434.3 kJ/mol
E_tot = -362.92013 Ha
M = 103.12 g mol⁻¹
Kohn-Sham gap = 9.35 eV
LUMO = 0.46 eV

CARTESIAN COORDINATES (ANGSTROEM)
O 0.00 -0.28 -1.01
O -1.95 1.10 -0.86
N -1.86 -0.40 0.87
C -2.46 0.50 0.18
C 2.39 -0.18 -0.68
C 1.03 0.24 -0.24
C 0.32 -0.51 0.78
H 3.14 0.13 0.05
H 2.39 -1.27 -0.79
H -2.42 -0.71 1.67
H 0.11 -0.06 1.75
H 0.30 -1.58 0.70
H -3.46 0.84 0.42
H -1.05 0.58 -1.08
H 0.94 1.33 -0.09
H 2.58 0.27 -1.66



No. 3
ORCA calculation (ωB97M-V/def2-TZVPD) on a structure of composition C3H6N2O.

relative energy (zero: lowest compared OMol25 entry of this formula, charge and spin) = 381.6 kJ/mol
E_tot = -302.54777 Ha
M = 86.09 g mol⁻¹
Kohn-Sham gap = 7.81 eV
LUMO = 0.34 eV

CARTESIAN COORDINATES (ANGSTROEM)
O -1.78 -0.03 -0.19
N -0.57 1.73 0.97
N 1.51 -0.07 0.05
C -0.71 0.81 0.09
C 0.24 0.11 -0.73
C -0.82 -0.99 -0.74
H -1.43 1.88 1.49
H -1.17 -1.38 -1.70
H 1.43 0.59 0.85
H -0.69 -1.82 -0.03
H 1.65 -1.01 0.42
H 2.34 0.18 -0.48



No. 4
ORCA calculation (ωB97M-V/def2-TZVPD) on a structure of composition C28H36N6PS4W.

relative energy (zero: lowest compared OMol25 entry of this formula, charge and spin) = 35.1 kJ/mol
E_tot = -3417.38665 Ha
M = 799.72 g mol⁻¹
total charge = +3
Kohn-Sham gap (alpha / beta) = 5.66 / 4.87 eV
LUMO (alpha / beta) = -10.48 / -11.31 eV

CARTESIAN COORDINATES (ANGSTROEM)
W 0.14 -0.45 -1.00
S 4.57 2.20 -3.17
S 5.18 0.88 -1.97
S 1.97 0.67 -2.07
S 3.60 -0.40 -1.46
P -0.92 1.79 -0.10
N -0.90 -0.24 -2.98
N 0.84 -2.17 -2.24
N 1.77 -3.68 -3.46
N 0.29 -0.39 0.89
N -2.07 -0.20 -5.52
N 0.92 -3.06 -4.28
C -1.15 -2.69 0.21
C -3.65 1.40 -0.03
C 1.73 -3.14 -2.24
C -1.65 1.55 4.01
C 2.91 -2.92 1.61
C 0.29 -2.81 0.63
C 2.87 -5.43 1.55
C 0.18 3.29 -0.17
C -2.92 3.87 0.02
C 0.37 -2.15 -3.54
C -1.65 2.05 2.70
C 2.22 -4.10 1.32
C -2.40 2.26 5.09
C -0.95 0.37 4.28
C -0.60 -1.16 -3.93
C 2.34 -1.67 1.44
C 3.04 -0.44 1.91
C 0.37 3.71 -1.62
C -0.98 1.39 1.69
C -2.39 0.69 -4.59
C -1.17 -1.11 -5.20
C -1.79 0.69 -3.34
C -0.26 -0.29 3.29
C 1.49 3.02 0.57
C 0.91 -4.02 0.83
C -0.27 0.22 1.99
C -2.63 2.45 -0.48
C 1.02 -1.61 0.90
H -0.97 -0.04 5.28
H -1.79 -2.65 1.09
H 3.91 -2.98 2.03
H -0.88 -1.83 -5.96
H 3.41 -5.75 0.66
H 2.33 -3.46 -1.40
H -0.37 4.07 0.36
H -1.39 -1.76 -0.38
H 2.32 -4.46 -3.80
H -3.33 0.39 -0.32
H 2.13 -6.20 1.77
H 0.36 -4.94 0.64
H 1.99 2.14 0.17
H 0.79 2.90 -2.22
H 3.10 -0.45 3.00
H -2.40 4.62 -0.57
H -2.20 2.96 2.51
H 1.07 4.55 -1.67
H 2.52 0.47 1.61
H -2.92 3.14 4.72
H -1.73 2.57 5.89
H -3.13 1.58 5.55
H 4.07 -0.41 1.55
H -3.13 1.44 -4.86
H -4.61 1.59 -0.49
H 1.32 2.88 1.64
H -2.68 2.54 -1.57
H 0.28 -1.21 3.50
H 3.59 -5.37 2.36
H -2.01 1.46 -2.62
H -3.78 1.42 1.05
H -0.56 4.04 -2.08
H -2.69 4.04 1.07
H -3.99 4.05 -0.11
H -1.47 -3.55 -0.38
H 2.16 3.87 0.45



No. 5
ORCA calculation (ωB97M-V/def2-TZVPD) on a structure of composition C18H22BrCdN4O2S3.

relative energy (zero: lowest compared OMol25 entry of this formula, charge and spin) = 85.9 kJ/mol
E_tot = -5004.75124 Ha
M = 614.92 g mol⁻¹
total charge = +1
Kohn-Sham gap = 8.70 eV
LUMO = -2.97 eV

CARTESIAN COORDINATES (ANGSTROEM)
Cd -0.23 0.11 0.04
Br 0.05 0.32 3.07
S 1.38 -1.81 0.66
S 0.61 2.52 -0.40
S -3.27 2.09 0.88
O -3.23 1.60 2.22
O -4.37 1.72 0.04
N -1.82 1.70 0.11
N 2.12 -4.26 -0.01
N 2.26 -2.70 -1.72
N -1.71 -1.07 1.50
C 1.43 -4.74 1.19
C -1.01 2.74 0.06
C -1.37 -0.89 2.77
C -3.78 4.86 1.21
C -1.13 5.30 0.35
C -4.70 -3.33 1.84
C -2.77 -1.84 1.23
C -1.65 4.02 0.43
C -3.26 6.15 1.12
C 2.46 -1.33 -2.18
C -3.51 -2.49 2.21
C -2.95 3.82 0.87
C -1.95 6.36 0.70
C -2.01 -1.50 3.83
C 2.27 -3.69 -2.79
C 3.34 -5.02 -0.33
C 1.95 -2.99 -0.45
C -3.09 -2.31 3.53
H -3.63 -2.81 4.33
H 3.11 -5.96 -0.82
H 2.63 -0.67 -1.34
H -0.11 5.46 0.01
H -3.89 6.99 1.37
H 1.42 -5.83 1.15
H -5.10 -3.86 2.71
H 1.59 -0.99 -2.74
H 0.41 -4.38 1.21
H 4.00 -4.43 -0.95
H -1.57 7.38 0.63
H 3.86 -5.23 0.61
H 3.33 -1.30 -2.84
H 1.80 -4.61 -2.47
H -5.50 -2.70 1.43
H 1.69 -3.29 -3.63
H -4.80 4.69 1.54
H 1.94 -4.42 2.10
H -4.44 -4.07 1.08
H -3.04 -1.93 0.19
H -1.70 -1.32 4.84
H 3.28 -3.90 -3.15



No. 6
ORCA calculation (ωB97M-V/def2-TZVPD) on the ion C5H12NS with charge -1.

SMILES string = CCNCCC[S-]
relative energy (zero: lowest compared OMol25 entry of this formula, charge and spin) = 98.8 kJ/mol
E_tot = -650.63816 Ha
M = 118.22 g mol⁻¹
total charge = -1
Kohn-Sham gap = 5.72 eV
LUMO = 3.46 eV

CARTESIAN COORDINATES (ANGSTROEM)
S 2.30 -1.53 -3.14
N -1.38 -0.27 0.54
C -1.30 0.85 1.46
C -0.09 -1.01 0.33
C 0.20 -1.27 -1.19
C 1.64 -0.95 -1.53
C -0.37 2.00 1.00
H -0.38 -0.60 -1.83
H -1.55 0.03 -0.41
H -0.93 2.77 0.46
H 2.27 -1.43 -0.77
H -0.09 -1.94 0.90
H -0.94 0.42 2.39
H -2.29 1.29 1.54
H 1.83 0.13 -1.44
H -0.11 -2.32 -1.19
H 0.46 1.68 0.38
H 0.68 -0.28 0.58
H 0.03 2.43 1.93



No. 7
ORCA calculation (ωB97M-V/def2-TZVPD) on a cluster of 2 separate species, C4H8INS in total.

spin multiplicity = 3
relative energy (zero: lowest compared OMol25 entry of this formula, charge and spin) = 5.1 kJ/mol
E_tot = -907.68389 Ha
M = 229.09 g mol⁻¹
Kohn-Sham gap (alpha / beta) = 6.46 / 7.11 eV
LUMO (alpha / beta) = -0.09 / -1.62 eV

CARTESIAN COORDINATES (ANGSTROEM)
I -2.70 -0.22 0.46
S -0.04 4.01 0.15
N -0.40 1.49 -0.43
C -0.72 0.16 -0.27
C -0.29 -0.75 -1.37
C -0.62 2.51 0.42
C 0.60 -0.42 1.69
H -0.43 -1.79 -1.09
H -0.11 -0.19 2.46
H 1.41 0.26 1.55
H 0.18 1.72 -1.23
H 0.79 -1.46 1.50
H -1.20 2.27 1.30
H -0.86 -0.56 -2.28
H 0.77 -0.59 -1.58



No. 8
ORCA calculation (ωB97M-V/def2-TZVPD) on a cluster of 3 separate species, C31H49BrIN2O7 in total.

E_tot = -4717.70150 Ha
M = 768.55 g mol⁻¹
total charge = +1
Kohn-Sham gap = 6.32 eV
LUMO = -4.22 eV

CARTESIAN COORDINATES (ANGSTROEM)
I -1.60 -1.77 -2.06
Br -1.69 -6.20 -2.82
O 1.39 9.10 1.03
O 3.19 -1.95 -3.90
O -1.30 9.37 -0.96
O 6.09 -3.31 -2.90
O -3.65 -4.69 -4.13
O 3.76 -2.75 -0.96
O -0.94 7.07 1.08
N -1.09 -2.90 0.92
N -0.51 -3.74 3.29
C 0.01 -1.90 1.03
C -3.05 -4.09 -0.43
C -1.58 -7.15 3.28
C -2.42 -4.93 2.02
C 0.28 7.06 0.33
C -1.78 -0.67 3.53
C 2.90 -1.23 -2.70
C -3.20 -4.93 -2.97
C -2.67 -5.97 3.21
C -1.32 0.22 2.29
C -3.35 -5.10 0.75
C -1.90 -3.03 -0.29
C -0.06 0.67 0.01
C -2.26 8.81 -0.07
C 7.49 -3.11 -2.78
C -1.74 1.74 2.31
C 2.06 -2.09 -4.73
C 2.13 9.71 2.07
C -0.46 -0.38 1.12
C -1.32 -3.81 2.04
C 5.57 -4.15 -1.88
C -1.58 8.34 1.22
C -4.47 -6.21 0.62
C 3.95 -1.51 -1.64
C -1.76 9.40 -2.29
C 4.07 -3.92 -1.72
C -5.84 -5.78 0.84
C 1.45 7.68 1.09
C -0.47 2.15 0.02
C -1.35 2.75 1.17
C -3.95 -4.21 -1.76
H -4.30 -7.31 0.36
H 2.89 -0.16 -2.95
H 2.36 -2.65 -5.62
H 7.72 -2.63 -1.83
H 2.39 7.37 0.62
H 1.67 -1.12 -5.04
H 1.28 -2.66 -4.21
H 1.91 -1.52 -2.32
H 0.75 -2.08 1.88
H -0.66 -6.78 3.86
H -0.98 9.83 -2.92
H 6.08 -3.94 -0.93
H 4.96 -1.43 -2.04
H -1.70 3.84 1.19
H 8.02 -4.07 -2.86
H -2.37 2.14 3.18
H -2.76 7.96 -0.54
H 1.73 9.42 3.05
H -2.01 -8.01 3.92
H -1.97 8.39 -2.65
H 3.55 -3.93 -2.68
H 5.76 -5.19 -2.17
H -6.41 -5.17 0.04
H -1.08 -4.01 4.10
H 2.03 10.79 1.97
H -4.22 -3.15 -2.14
H -2.58 -0.05 4.10
H -1.25 -7.56 2.27
H -2.66 -5.36 4.20
H 3.19 9.44 1.99
H 0.63 -1.98 0.05
H 3.86 -0.74 -0.86
H 7.81 -2.46 -3.60
H -0.89 9.09 1.61
H -2.29 -1.65 3.26
H 0.29 -4.40 3.20
H 1.43 7.34 2.13
H -0.14 2.82 -0.86
H -2.99 9.59 0.17
H -4.97 -4.70 -1.54
H 0.14 7.52 -0.65
H -3.70 -6.47 3.17
H -2.36 8.19 1.97
H 0.59 0.30 -0.88
H 0.51 6.01 0.16
H -0.90 -0.76 4.25
H -6.43 -5.99 1.81
H -2.66 10.02 -2.38
H 3.67 -4.76 -1.13